# 1
Molecular formula: C22H22N2O5S2
Method: DFT, ωB97M-V/def2-TZVPD

**Total charge**: 0
**E_LUMO**: 0.004 Ha
**E_tot**: -58059.528 eV
**SMILES**: CCN(CC)S(=O)(=O)c1cccc(C(=O)Oc2cccc(NC(=O)c3cccs3)c2)c1
**HOMO**: -0.31862 Eh
**Energy above the lowest of the compared OMol25 structures with the same formula, charge and spin**: 8.5 kJ/mol

Geometry as XYZ:
```
53
Properties=species:S:1:pos:R:3:forces:R:3
C 4.9997 -2.6117 -6.0450 -0.3 -0.1 0.0
H 5.4867 -2.6218 -5.0731 0.1 0.0 0.0
H 5.5378 -3.2721 -6.7202 0.1 0.0 -0.1
H 5.0386 -1.5997 -6.4422 0.1 0.1 0.0
C 3.5580 -3.0866 -5.8855 0.5 -0.4 -0.1
N 2.7892 -2.2819 -4.9597 0.3 -0.2 1.1
S 3.1785 -2.4192 -3.3429 -0.5 0.1 -0.3
O 3.8813 -1.2627 -2.8644 -0.2 0.1 0.0
O 3.7630 -3.7121 -3.1426 -0.1 -0.2 -0.2
C 1.5250 -2.4190 -2.6446 0.5 0.1 -0.1
C 1.0341 -1.3113 -1.9891 0.0 0.2 0.1
C -0.2739 -1.3282 -1.5066 0.0 -0.3 -0.1
C -1.0619 -2.4625 -1.6862 0.1 0.2 0.1
C -0.5488 -3.5707 -2.3395 0.2 -0.1 -0.1
C 0.7492 -3.5499 -2.8238 -0.1 -0.1 0.0
H 1.1812 -4.3974 -3.3313 0.0 -0.2 -0.1
H -1.1611 -4.4501 -2.4700 0.0 -0.1 0.0
H -2.0719 -2.4708 -1.3070 -0.1 0.0 0.0
C -0.7784 -0.1205 -0.7988 0.5 0.4 -0.1
O -0.1203 0.8623 -0.5849 -0.1 -0.2 0.0
O -2.0731 -0.2543 -0.4545 -0.4 -0.1 0.2
C -2.6683 0.7450 0.3097 -0.3 0.5 0.2
C -2.1408 1.0849 1.5439 0.1 -0.2 -0.1
C -2.7805 2.0533 2.3105 -0.1 -0.3 -0.5
C -3.9315 2.6707 1.8201 0.1 0.0 0.0
C -4.4439 2.3128 0.5887 0.1 0.0 0.1
C -3.8191 1.3450 -0.1786 0.3 -0.3 -0.1
H -4.2064 1.0558 -1.1423 0.0 0.0 -0.1
H -5.3369 2.7938 0.2200 -0.1 0.0 0.0
H -4.4232 3.4302 2.4110 -0.1 0.1 0.1
N -2.3116 2.4423 3.5627 -0.1 0.3 0.2
C -1.3330 1.8598 4.3232 -0.1 -0.1 -0.1
O -0.7077 0.8693 4.0066 0.0 0.0 -0.1
C -1.0873 2.5347 5.6071 0.1 0.4 0.7
C -0.1466 2.1491 6.5241 -0.3 0.0 -0.5
C -0.1213 2.9668 7.6689 -0.1 0.2 0.1
C -1.0411 3.9665 7.6165 -0.2 0.1 -0.2
S -1.9562 3.9323 6.1680 0.5 -0.4 0.2
H -1.2421 4.7294 8.3425 0.0 0.1 0.2
H 0.5499 2.8204 8.4958 0.1 0.0 0.1
H 0.4960 1.3036 6.3601 0.1 -0.2 -0.1
H -2.7957 3.2327 3.9674 0.1 -0.2 -0.1
H -1.2476 0.6057 1.9077 0.0 0.0 0.0
H 1.6576 -0.4428 -1.8427 0.0 0.1 0.0
C 2.3570 -0.9635 -5.3727 -0.6 0.4 0.0
C 0.8836 -0.9692 -5.7737 0.3 0.1 0.0
H 0.7204 -1.6572 -6.5994 -0.1 -0.1 -0.1
H 0.2635 -1.2812 -4.9373 -0.1 0.0 0.1
H 0.5805 0.0276 -6.0832 -0.1 0.1 -0.1
H 2.5168 -0.2846 -4.5321 0.0 0.2 -0.2
H 2.9662 -0.6113 -6.2101 0.1 0.0 0.1
H 3.5560 -4.0992 -5.4790 0.0 0.0 -0.3
H 3.0359 -3.0880 -6.8466 -0.1 0.0 0.1
```
Positions in Å, forces in eV/Å.

natural (NBO) population analysis, charges in e, atoms 1 to 5: number 1, C, carries -0.627; number 2, H, carries 0.222; number 3, H, carries 0.214; number 4, H, carries 0.202; number 5, C, carries -0.214

---

# 2
Molecular formula: C22H22N3O2
Method: DFT, ωB97M-V/def2-TZVPD

**Total charge**: +1
**E_LUMO**: -0.141 Ha
**E_tot**: -31727.056 eV
**SMILES**: COc1ccc(C(c2ccc(OC)cc2)[n+]2nn(C)c3ccccc32)cc1
**HOMO**: -0.39808 Eh
**Energy above the lowest of the compared OMol25 structures with the same formula, charge and spin**: 350.9 kJ/mol

Geometry as XYZ:
```
49
Properties=species:S:1:pos:R:3:forces:R:3
C 4.3216 4.5402 -1.3517 -0.4 -0.1 -0.2
O 2.9563 4.5993 -1.8410 0.2 -0.9 0.5
C 2.2014 3.4730 -1.6492 0.1 -0.1 0.2
C 0.8706 3.4883 -2.1307 0.8 -0.1 -0.3
C 0.0682 2.3773 -1.9342 -0.7 0.0 0.6
C 0.4853 1.2802 -1.1625 -0.6 -0.4 1.0
C -0.5544 0.2001 -0.6484 -0.8 -0.4 -4.8
C -0.0892 -1.2523 -1.1217 -0.1 1.1 0.7
C -1.0934 -2.1856 -1.3277 0.0 -1.3 0.5
C -0.8214 -3.5611 -1.3762 0.6 0.8 -0.4
C 0.5269 -3.9914 -1.3365 -0.2 0.0 0.3
O 0.7400 -5.3284 -1.1651 0.7 0.7 0.0
C 2.0982 -5.7273 -0.8518 -0.2 0.2 -0.2
C 1.5591 -3.0392 -1.4726 -1.0 0.2 -0.1
C 1.2195 -1.6670 -1.4277 0.4 -1.0 0.6
C 1.8395 1.2224 -0.8315 0.2 0.4 1.0
C 2.6886 2.3157 -1.0010 -0.1 0.5 -0.8
H 4.6904 5.5542 -1.4710 0.1 -0.1 0.0
H 4.3772 4.2457 -0.2858 -0.2 0.2 -0.5
H 4.9295 3.8428 -1.9587 -0.3 0.3 0.2
H 0.5247 4.3601 -2.6951 0.1 -0.4 0.2
H -0.9550 2.3707 -2.3214 0.3 0.2 0.2
H -1.5018 0.3640 -1.2417 1.2 -0.1 -0.5
H -2.1183 -1.8389 -1.4016 0.1 -0.2 0.0
H -1.6303 -4.2735 -1.4856 0.2 -0.1 0.1
H 2.0227 -6.7946 -0.6692 0.1 0.0 0.0
H 2.7846 -5.5425 -1.7004 -0.4 -0.1 0.4
H 2.4871 -5.2158 0.0518 -0.4 -0.2 -0.5
H 2.5928 -3.3778 -1.6238 -0.6 0.4 0.1
H 2.0437 -0.9978 -1.6182 -0.2 0.1 0.2
H 2.2841 0.3610 -0.3368 -0.4 0.3 0.2
H 3.7351 2.2656 -0.6767 -0.6 -0.1 -0.2
C -1.2681 2.6131 3.3636 0.4 0.5 -0.1
N -1.5446 1.5973 2.3787 -0.8 -0.7 -0.7
N -0.8823 1.5252 1.2596 0.0 -1.6 0.8
N -1.2781 0.4193 0.6398 1.4 1.9 1.3
C -2.3971 -0.1274 1.2901 1.3 -0.1 -0.5
C -2.5083 0.5946 2.4568 0.4 1.0 0.5
C -3.4404 0.3154 3.4422 -0.9 -0.5 0.6
C -4.3106 -0.7534 3.2158 0.4 0.0 -0.4
C -4.2164 -1.4939 2.0127 0.7 0.0 -1.3
C -3.2530 -1.1724 1.0160 -1.2 -1.3 0.3
H -1.9301 2.4845 4.1997 -0.2 -0.1 0.2
H -0.2411 2.5466 3.6874 0.3 -0.2 0.2
H -1.3930 3.5972 2.9405 -0.3 0.3 -0.2
H -3.4925 0.9117 4.3540 0.0 -0.2 -0.3
H -5.0864 -1.0715 3.9228 0.5 0.4 -0.1
H -4.9017 -2.3471 1.8239 0.6 0.8 0.2
H -3.1395 -1.7065 0.0597 -0.4 0.1 1.0
```
Positions in Å, forces in eV/Å.

natural (NBO) population analysis, charges in e, atoms 1 to 5: number 1, C, carries -0.262; number 2, O, carries -0.484; number 3, C, carries 0.336; number 4, C, carries -0.258; number 5, C, carries -0.169

---

# 3
Molecular formula: C22H22N4O2
Method: DFT, ωB97M-V/def2-TZVPD

**Total charge**: 0
**E_LUMO**: 0.030 Ha
**E_tot**: -33225.299 eV
**SMILES**: NC(N)=N/N=C/c1ccc(OCc2ccccc2)c(OCc2ccccc2)c1
**HOMO**: -0.28184 Eh
**Energy above the lowest of the compared OMol25 structures with the same formula, charge and spin**: 251.1 kJ/mol

Geometry as XYZ:
```
50
Properties=species:S:1:pos:R:3:forces:R:3
N 7.3344 1.7267 -0.1498 0.2 0.2 -0.1
C 5.9622 1.8484 -0.2888 -0.6 0.0 -0.4
N 5.2145 0.9246 0.1629 1.5 -0.2 1.0
N 3.9011 0.8189 -0.0236 -1.4 0.1 -0.7
C 3.0648 1.5966 0.5450 1.0 0.2 0.1
C 1.6397 1.3867 0.4135 -0.9 0.1 -0.1
C 0.7371 2.2827 0.9699 0.5 -0.2 -0.1
C -0.6277 2.0834 0.8338 -0.4 -0.1 -0.1
C -1.1142 0.9861 0.1427 0.1 -0.1 0.0
C -0.2013 0.0668 -0.4281 -0.2 0.1 0.0
C 1.1527 0.2766 -0.2874 -0.1 0.0 0.0
H 1.8805 -0.4061 -0.6913 0.0 -0.1 -0.1
O -0.7737 -0.9771 -1.0944 -0.1 0.3 0.2
C 0.0769 -1.9612 -1.6407 0.1 -0.3 -0.2
C 0.8362 -2.7533 -0.6029 0.0 0.0 0.0
C 0.2542 -3.0173 0.6294 0.0 0.0 -0.1
C 0.9420 -3.7426 1.5851 -0.1 0.0 0.1
C 2.2143 -4.2163 1.3148 0.1 -0.1 0.0
C 2.7974 -3.9603 0.0856 0.1 -0.1 0.0
C 2.1128 -3.2295 -0.8686 -0.2 0.0 0.0
H 2.5743 -3.0231 -1.8240 0.1 0.1 -0.1
H 3.7917 -4.3234 -0.1284 0.1 0.0 0.0
H 2.7523 -4.7814 2.0617 0.0 0.0 0.1
H 0.4833 -3.9387 2.5433 0.0 0.0 0.1
H -0.7379 -2.6428 0.8357 -0.1 0.1 0.0
H 0.7730 -1.5136 -2.3636 -0.1 0.0 0.1
H -0.6020 -2.6272 -2.1867 0.1 0.2 0.0
O -2.4272 0.6878 -0.0471 0.2 -0.1 -0.1
C -3.4034 1.5464 0.4884 -0.1 0.4 0.2
C -4.7797 1.0281 0.1542 0.2 -0.1 0.0
C -4.9551 -0.1329 -0.5834 0.1 0.0 0.0
C -6.2311 -0.5843 -0.8759 -0.1 0.0 0.0
C -7.3385 0.1184 -0.4352 -0.1 -0.1 0.0
C -7.1672 1.2787 0.3021 0.0 0.1 0.0
C -5.8944 1.7314 0.5955 0.1 0.0 0.0
H -5.7614 2.6371 1.1709 0.0 0.1 0.1
H -8.0277 1.8320 0.6491 -0.1 0.0 0.0
H -8.3333 -0.2347 -0.6642 -0.1 0.0 0.0
H -6.3596 -1.4895 -1.4511 0.0 -0.1 0.0
H -4.0869 -0.6742 -0.9239 0.1 -0.1 0.0
H -3.2895 2.5621 0.0760 0.0 -0.1 0.1
H -3.2973 1.6128 1.5834 0.0 0.0 -0.2
H -1.3061 2.7948 1.2779 -0.1 0.0 0.0
H 1.0958 3.1434 1.5151 0.1 0.1 0.1
H 3.3853 2.4479 1.1582 0.1 -0.1 0.1
N 5.5379 2.9694 -0.9928 0.0 0.0 0.0
H 6.1870 3.3053 -1.6884 0.0 -0.1 0.0
H 4.5914 2.8941 -1.3391 0.0 0.0 0.0
H 7.5959 1.0402 0.5416 0.0 0.0 0.0
H 7.8268 2.6022 -0.0563 0.0 0.0 0.1
```
Positions in Å, forces in eV/Å.

natural (NBO) population analysis, charges in e, atoms 1 to 5: number 1, N, carries -0.819; number 2, C, carries 0.541; number 3, N, carries -0.383; number 4, N, carries -0.245; number 5, C, carries 0.040

---

# 4
Molecular formula: C22H22N5O3RuS2Si
Method: DFT, ωB97M-V/def2-TZVPD

**Total charge**: +1
**E_LUMO**: -0.133 Ha
**E_tot**: -68891.337 eV
**HOMO**: -0.40140 Eh

Geometry as XYZ:
```
56
Properties=species:S:1:pos:R:3:forces:R:3
Ru 0.3250 -1.0630 0.9544 -0.2 -0.2 -0.1
N -1.0891 2.9735 0.4584 0.0 0.0 0.0
C -0.9814 1.6561 0.3008 0.0 0.0 -0.1
N -0.5295 0.8413 1.2079 0.1 0.0 -0.1
C -0.0845 1.3719 2.4367 0.0 0.1 0.0
N 0.3705 0.5806 3.3440 0.0 0.0 0.0
N 0.2807 -0.7152 2.8769 0.1 0.0 0.0
C -0.1299 -1.6334 3.6760 0.0 0.1 0.0
C -0.6783 -2.7989 3.0027 0.0 0.0 0.0
C -1.0564 -3.9734 3.6329 0.0 0.0 0.0
C -1.6639 -4.9639 2.8821 0.0 0.0 0.0
C -1.8761 -4.7482 1.5284 0.0 0.0 0.0
C -1.4671 -3.5538 0.9635 0.0 0.0 0.0
N -0.8892 -2.5886 1.6789 0.0 0.0 0.1
C -0.1686 2.8090 2.6543 0.0 0.0 0.0
C 0.2565 3.4131 3.8414 0.0 0.0 0.0
C 0.1576 4.7778 3.9916 0.0 0.0 0.0
C -0.3682 5.5621 2.9612 0.0 0.0 0.0
C -0.7912 4.9851 1.7833 0.0 0.0 0.0
C -0.6859 3.6053 1.6367 0.0 0.0 0.0
H -1.4450 3.5289 -0.3035 0.0 0.0 0.0
H -1.2795 1.2529 -0.6581 0.0 0.0 0.0
H -0.2160 -1.4475 4.7395 0.0 0.0 0.0
H -0.8659 -4.1010 4.6894 0.0 0.0 0.0
H -1.9666 -5.8932 3.3443 0.0 0.0 0.0
H -2.3494 -5.4973 0.9105 0.0 0.0 0.0
H -1.5911 -3.3521 -0.0915 0.0 0.0 0.0
H 0.6606 2.7888 4.6257 0.0 0.0 0.0
H 0.4866 5.2455 4.9088 0.0 0.0 0.0
H -0.4442 6.6336 3.0856 0.0 0.0 0.0
H -1.1968 5.5901 0.9820 0.0 0.0 0.0
C 0.5866 -2.8762 -3.9648 0.1 0.0 0.0
Si 0.1087 -1.5051 -2.8250 0.1 -0.1 -0.1
C -1.7223 -1.3956 -2.5371 0.0 0.0 0.0
C 0.8488 0.1315 -3.2680 0.0 0.0 0.0
C 0.0600 1.2826 -3.3235 0.0 0.0 0.0
C 0.6164 2.5167 -3.6320 0.0 0.0 0.0
C 1.9763 2.6135 -3.8896 0.0 0.0 0.0
C 2.7735 1.4775 -3.8522 0.0 0.0 0.0
C 2.2134 0.2469 -3.5485 0.0 0.0 0.0
H 0.4243 -2.5919 -5.0060 0.0 0.0 0.0
H 0.0092 -3.7787 -3.7588 0.0 0.0 0.0
H 1.6446 -3.1200 -3.8446 0.0 0.0 0.0
H -2.2273 -1.0558 -3.4443 0.0 0.0 0.0
H -1.9924 -0.7191 -1.7235 0.0 0.0 0.0
H -2.1252 -2.3815 -2.2970 0.0 0.0 0.0
H -1.0096 1.2158 -3.1477 0.0 0.0 0.0
H -0.0099 3.3983 -3.6905 0.0 0.0 0.0
H 2.4136 3.5728 -4.1338 0.0 0.0 0.0
H 3.8324 1.5513 -4.0614 0.0 0.0 0.0
H 2.8527 -0.6291 -3.5175 0.0 0.0 0.0
O 3.1097 -2.5597 -1.4130 0.0 0.0 0.0
S 2.1405 -1.9658 -0.5616 0.1 -0.2 0.1
O 0.6880 -1.9881 -1.2599 -0.2 0.4 0.3
O 1.7568 -2.6704 0.6906 0.1 0.1 -0.2
S 2.3072 -0.0559 -0.0350 0.1 -0.1 0.1
```
Positions in Å, forces in eV/Å.

natural (NBO) population analysis, charges in e, atoms 1 to 5: number 1, Ru, carries 0.559; number 2, N, carries -0.533; number 3, C, carries 0.368; number 4, N, carries -0.498; number 5, C, carries 0.407